No. 1
Molecular formula: C4H7N2
Method: DFT, ωB97M-V/def2-TZVPD

The geometry in XYZ format:
```
13
Properties=species:S:1:pos:R:3:forces:R:3
C 0.501 0.981 1.584 -1.16 -1.16 -0.87
C -0.094 -0.139 1.000 1.02 2.34 1.62
C -0.410 -0.597 -0.386 -0.44 -1.39 3.86
C -1.031 -1.860 -0.551 1.36 2.66 -1.39
N 0.020 0.062 -1.478 -0.87 -1.54 -1.81
N 0.633 1.140 -1.453 -1.05 -1.67 2.15
H 0.803 1.992 1.180 -0.28 -1.41 0.24
H 0.587 0.900 2.685 0.05 0.30 -0.85
H -0.376 -0.818 1.806 0.00 -0.33 -0.64
H -1.031 -1.983 -1.617 -0.61 -1.04 -0.47
H -1.437 -2.644 0.126 0.57 1.16 -0.23
H 0.880 1.555 -0.578 0.43 0.74 0.58
H 0.954 1.409 -2.320 0.98 1.34 -2.20
```
Positions in Å, forces in eV/Å.

Output
SMILES: C=CC(=C)N=[NH2+]
Total charge: +1
LUMO energy: -6.7 eV
Multiplicity: 1
Electronic energy: -265.73245 hartree
Gap between HOMO and LUMO: 7.50 eV


No. 2
Molecular formula: C4H7N2
Method: DFT, ωB97M-V/def2-TZVPD

The geometry in XYZ format:
```
13
Properties=species:S:1:pos:R:3:forces:R:3
N -2.165 0.229 0.038 -0.40 -0.72 -0.01
C -0.850 0.056 -0.083 2.10 2.09 0.36
C 0.292 1.319 -0.023 -3.54 -1.52 -1.63
C 1.432 0.681 -0.051 0.29 -1.39 0.91
C 1.298 -0.803 -0.002 -0.52 0.63 -0.51
N -0.116 -1.038 -0.122 -1.45 -0.90 -0.04
H -2.392 1.206 -0.238 -0.74 -1.39 0.73
H -2.902 -0.547 0.318 2.11 2.41 -1.11
H 0.028 2.376 -0.229 0.15 -0.88 0.76
H 2.400 0.972 0.239 1.09 1.24 -0.45
H 1.875 -1.356 -0.733 0.11 -0.03 -0.13
H 1.552 -1.074 0.986 0.83 -0.69 1.16
H -0.451 -2.019 -0.100 -0.04 1.16 -0.05
```
Positions in Å, forces in eV/Å.

Output
SMILES: [NH2+]=C1C=CCN1
Total charge: +1
LUMO energy: -3.6 eV
Multiplicity: 1
Electronic energy: -265.84876 hartree
Gap between HOMO and LUMO: 11.47 eV


No. 3
Molecular formula: C4H7N2
Method: DFT, ωB97M-V/def2-TZVPD

The geometry in XYZ format:
```
13
Properties=species:S:1:pos:R:3:forces:R:3
C 0.782 -0.152 -1.851 0.73 0.14 -2.29
C 0.878 -0.837 0.241 0.31 -0.24 3.92
C -0.352 -0.146 0.133 -3.61 -1.93 -1.47
C -0.933 0.897 1.077 0.65 0.00 -0.06
N 1.547 -0.799 -0.832 -0.31 0.97 -1.10
N -0.359 0.099 -1.296 -1.02 2.95 -0.53
H 1.010 -1.345 1.203 1.06 0.06 -0.47
H -0.980 -1.133 0.173 0.24 1.10 0.40
H -0.637 1.887 0.756 0.15 0.21 -0.24
H -0.452 0.746 2.025 -0.16 -0.02 0.74
H -2.014 0.882 1.166 0.05 -0.34 -0.07
H 2.522 -0.902 -1.005 0.73 -1.07 0.07
H -1.011 0.802 -1.789 1.17 -1.82 1.10
```
Positions in Å, forces in eV/Å.

Output
Total charge: +1
LUMO energy: -5.5 eV
Multiplicity: 1
Electronic energy: -265.77130 hartree
Gap between HOMO and LUMO: 8.54 eV


No. 4
Molecular formula: C4H7N2
Method: DFT, ωB97M-V/def2-TZVPD

The geometry in XYZ format:
```
13
Properties=species:S:1:pos:R:3:forces:R:3
C -2.660 0.376 0.551 0.63 0.41 -0.87
C -1.687 -0.041 0.002 -2.04 -0.33 0.80
N -0.535 -0.660 -0.387 -0.04 -1.03 1.00
C 0.543 -0.127 0.500 -1.18 -1.05 1.67
C 1.430 0.731 -0.230 3.00 4.71 2.68
N 1.844 -0.534 0.261 0.92 -0.29 0.97
H -3.472 1.002 0.780 -0.76 0.10 0.55
H -0.306 -0.295 -1.246 0.68 0.96 -3.12
H -0.595 -1.672 -0.548 -0.17 -0.22 0.73
H 0.162 -0.110 1.527 0.23 0.44 -0.43
H 1.354 1.005 -1.286 -0.20 -0.23 0.32
H 1.984 1.519 0.507 -1.65 -1.23 -2.48
H 1.937 -1.194 -0.430 0.58 -2.24 -1.83
```
Positions in Å, forces in eV/Å.

Output
SMILES: C#C[NH2+][C@@H]1CN1
Total charge: +1
LUMO energy: -3.8 eV
Multiplicity: 1
Electronic energy: -265.68201 hartree
Gap between HOMO and LUMO: 11.17 eV